{
  "formula": "C6H11N2Rb",
  "method": "the ωB97M-V functional and the def2-TZVPD basis",
  "total_charge": 2,
  "fmax_ha_per_bohr": 0.0954,
  "total_energy_ha": -368.20695,
  "lumo_energy_ev": -6.95,
  "de_lowest_kj_mol": 262.1,
  "elements": ["Rb", "C", "C", "N", "C", "C", "N", "C", "C", "H", "H", "H", "H", "H", "H", "H", "H", "H", "H", "H"],
  "coordinates": [[-0.471, -2.251, 3.401], [-0.092, -2.589, 0.599], [0.947, -1.714, -0.170], [0.610, -0.325, -0.363], [0.980, 0.432, -1.458], [0.438, 1.719, -1.466], [-0.293, 1.718, -0.262], [-0.119, 0.512, 0.406], [-1.091, 2.835, 0.151], [-1.142, -2.583, 0.306], [-0.084, -2.312, 1.653], [0.158, -3.649, 0.640], [1.067, -2.118, -1.175], [1.927, -1.849, 0.288], [1.505, -0.056, -2.266], [0.389, 2.501, -2.208], [-0.728, 0.170, 1.230], [-1.401, 3.376, -0.743], [-0.577, 3.572, 0.768], [-2.023, 2.610, 0.669]],
  "forces_ev_per_a": [[-1.0, 0.0, 4.8], [0.3, 0.6, 0.6], [-0.4, -2.0, -0.4], [-0.7, 3.2, 0.0], [0.1, 0.4, -1.7], [-0.3, -3.4, 2.4], [1.1, -2.0, 0.4], [-0.8, 1.2, -1.7], [-1.1, 1.7, 0.2], [0.1, 0.5, -0.6], [0.8, 0.0, -4.0], [0.5, 0.0, -0.5], [-0.1, 0.0, 0.0], [0.0, 0.4, 0.2], [0.2, 0.2, 0.1], [0.2, 0.0, 0.2], [0.2, 0.5, 0.1], [0.1, -0.1, -0.1], [0.5, -0.3, 0.0], [0.2, -0.7, 0.0]],
  "lowdin_charge": [1.19, -0.13, -0.12, -0.05, 0.02, 0.08, -0.08, 0.03, 0.00, 0.10, -0.21, 0.10, 0.14, 0.14, 0.15, 0.15, 0.15, 0.11, 0.12, 0.11]
}

{
  "formula": "C6H11N3",
  "method": "the ωB97M-V functional and the def2-TZVPD basis",
  "total_charge": 0,
  "fmax_ha_per_bohr": 0.0257,
  "total_energy_ha": -399.23582,
  "lumo_energy_ev": [0.45, 0.35],
  "de_lowest_kj_mol": 681.1,
  "elements": ["C", "C", "N", "C", "C", "C", "C", "N", "N", "H", "H", "H", "H", "H", "H", "H", "H", "H", "H", "H"],
  "coordinates": [[1.172, -0.324, -1.024], [-1.873, -2.327, 0.088], [0.709, 0.097, 0.291], [-0.460, 0.334, 0.632], [-0.678, -1.969, 0.884], [1.066, 2.409, 0.195], [1.143, 3.058, -0.947], [-1.509, 0.783, 1.078], [-0.017, -2.630, 1.679], [-1.537, 1.799, 1.170], [0.803, -2.203, 2.108], [1.372, 2.788, 1.167], [1.332, -1.402, -1.015], [0.479, -0.054, -1.823], [2.124, 0.170, -1.210], [-2.203, -3.345, 0.322], [-1.646, -2.255, -0.977], [-2.669, -1.615, 0.308], [0.823, 2.624, -1.893], [1.568, 4.062, -1.034]],
  "forces_ev_per_a": [[-0.1, 0.2, 0.2], [-0.2, -0.2, 0.1], [-0.4, 0.7, 0.1], [0.8, -0.6, -0.2], [-0.4, -0.1, 0.0], [0.4, 1.2, -0.2], [0.0, -0.3, -0.1], [0.0, -0.1, 0.2], [0.2, -0.4, 0.1], [0.0, -0.1, -0.2], [-0.1, 0.2, 0.0], [0.0, -0.3, 0.0], [0.0, 0.0, 0.0], [0.0, -0.1, 0.0], [0.0, -0.1, 0.0], [0.0, 0.1, 0.0], [0.0, 0.0, 0.0], [0.0, 0.0, 0.0], [0.0, 0.0, 0.1], [-0.1, -0.1, 0.2]],
  "nbo_charge": [-0.42, -0.74, -0.48, 0.67, 0.35, -0.14, -0.53, -0.73, -0.66, 0.40, 0.37, 0.17, 0.21, 0.19, 0.22, 0.23, 0.23, 0.25, 0.20, 0.21]
}

{
  "formula": "C6H11N3",
  "method": "the ωB97M-V functional and the def2-TZVPD basis",
  "smiles": "N[C@@H]1[C@@H]2CN3[C@H]1[C@@H]3[C@H]2N",
  "total_charge": 0,
  "fmax_ha_per_bohr": 0.1678,
  "total_energy_ha": -399.23741,
  "lumo_energy_ev": 0.75,
  "de_lowest_kj_mol": 676.9,
  "elements": ["N", "C", "C", "C", "N", "C", "C", "C", "N", "H", "H", "H", "H", "H", "H", "H", "H", "H", "H", "H"],
  "coordinates": [[1.743, 1.724, -1.064], [0.817, 0.484, -1.019], [-0.609, 0.410, -0.379], [-0.294, 1.088, 1.051], [0.717, -0.151, 1.526], [1.392, -0.585, 0.214], [0.266, -1.286, 0.727], [-1.069, -0.886, -0.049], [-2.290, -1.151, 0.653], [2.440, 1.848, -0.165], [2.167, 1.418, -2.170], [0.731, 0.213, -1.985], [-1.366, 0.990, -1.201], [-1.379, 1.363, 1.375], [0.418, 2.071, 1.057], [2.326, -0.887, 0.372], [0.498, -2.268, 1.307], [-1.128, -1.423, -1.082], [-3.034, -0.625, 0.094], [-2.348, -2.350, 0.737]],
  "forces_ev_per_a": [[0.4, -2.0, -2.0], [1.9, -1.0, 6.4], [-0.3, 8.5, -1.6], [0.8, 0.6, -1.7], [-1.8, 2.3, -1.1], [-4.1, 3.8, -2.4], [-1.6, -3.1, 1.9], [2.3, -5.1, -1.9], [-0.8, -2.1, 0.2], [-2.0, -1.0, -3.5], [-0.3, 1.9, 4.9], [0.1, -1.8, -3.1], [1.7, -1.1, 2.7], [2.3, -1.1, 1.1], [-2.0, -2.4, -0.3], [3.8, -1.1, 0.1], [-1.1, 1.4, -1.4], [0.6, 0.2, 1.4], [0.7, -1.9, 1.1], [-0.5, 4.9, -0.7]],
  "nbo_charge": [-0.89, 0.00, -0.27, -0.28, -0.38, -0.12, -0.13, -0.08, -0.84, 0.40, 0.38, 0.18, 0.22, 0.23, 0.22, 0.20, 0.22, 0.16, 0.38, 0.39]
}

{
  "formula": "C6H11N3",
  "method": "the ωB97M-V functional and the def2-TZVPD basis",
  "smiles": "[NH2+]=c1ccccn1C[NH3+]",
  "total_charge": 2,
  "fmax_ha_per_bohr": 0.1214,
  "total_energy_ha": -398.81909,
  "lumo_energy_ev": -8.29,
  "de_lowest_kj_mol": 51.2,
  "elements": ["N", "C", "C", "C", "C", "C", "N", "C", "N", "H", "H", "H", "H", "H", "H", "H", "H", "H", "H", "H"],
  "coordinates": [[-1.579, 1.159, 1.392], [-0.785, 1.010, 0.303], [-0.872, 1.904, -0.774], [0.044, 1.843, -1.776], [1.081, 0.907, -1.776], [1.170, 0.001, -0.770], [0.300, -0.125, 0.214], [0.390, -1.180, 1.219], [0.383, -2.497, 0.470], [-2.382, 1.817, 1.277], [-1.585, 0.676, 2.187], [-1.795, 2.494, -0.809], [0.004, 2.738, -2.385], [1.890, 0.938, -2.525], [1.859, -0.928, -0.965], [-0.471, -1.182, 1.922], [1.286, -1.148, 1.836], [1.318, -2.873, 0.264], [-0.075, -3.227, 1.086], [-0.181, -2.327, -0.391]],
  "forces_ev_per_a": [[-0.4, 2.6, -5.2], [1.5, -2.3, 1.0], [-1.0, -1.6, 0.9], [0.4, 1.4, 0.4], [1.1, 0.5, -0.5], [2.2, -2.9, -2.6], [-4.4, 3.6, 2.5], [-0.3, 0.3, 0.2], [-1.1, -0.7, 0.9], [1.1, -0.7, 0.2], [0.3, -2.5, 3.8], [0.8, 0.3, 0.0], [0.2, -0.5, -1.0], [-0.7, -0.1, 0.4], [-0.9, 2.1, 0.8], [0.4, 0.1, -0.8], [0.2, 0.2, -0.2], [-0.2, 0.3, -0.2], [0.3, 0.7, -1.0], [0.4, -0.8, 0.5]],
  "nbo_charge": [-0.73, 0.50, -0.30, -0.03, -0.27, 0.08, -0.38, -0.05, -0.70, 0.45, 0.41, 0.27, 0.28, 0.29, 0.23, 0.25, 0.27, 0.47, 0.48, 0.47]
}

{
  "formula": "C6H11N3O2",
  "method": "the ωB97M-V functional and the def2-TZVPD basis",
  "total_charge": 0,
  "fmax_ha_per_bohr": 0.0971,
  "total_energy_ha": -549.77732,
  "lumo_energy_ev": 0.23,
  "de_lowest_kj_mol": 445.0,
  "elements": ["C", "C", "C", "C", "C", "C", "N", "N", "N", "O", "O", "H", "H", "H", "H", "H", "H", "H", "H", "H", "H", "H"],
  "coordinates": [[-3.103, -1.156, 1.007], [-3.230, -2.401, 0.228], [1.614, 1.478, -1.466], [1.520, 2.075, 0.928], [1.774, 0.954, -0.080], [0.669, 0.035, 0.342], [-2.622, -0.423, 1.733], [1.142, -0.942, 1.079], [-1.987, -1.444, -1.679], [-3.781, -3.329, 0.603], [-2.464, -2.531, -0.883], [0.918, 0.811, -2.100], [0.975, 2.350, -1.377], [2.563, 1.688, -1.972], [1.608, 1.720, 1.975], [2.018, 2.928, 0.722], [0.435, 2.329, 0.894], [2.773, 0.606, 0.125], [2.040, -0.895, 1.550], [0.571, -1.807, 1.347], [-2.447, -0.604, -1.374], [-0.987, -1.441, -1.601]],
  "forces_ev_per_a": [[0.2, -0.8, -1.0], [2.8, 2.8, -2.1], [-1.8, -0.7, -1.7], [-3.0, -2.2, 1.6], [-0.7, 0.7, 1.8], [0.4, -1.7, -1.3], [0.1, 1.2, 0.9], [-1.4, -1.6, 0.8], [-1.1, -0.5, -0.4], [-2.8, -3.6, 2.0], [0.1, 0.1, -0.3], [1.5, 0.6, 0.7], [0.3, 0.6, -0.3], [-0.4, 0.0, 0.0], [0.6, 0.4, -0.5], [2.0, 2.7, -0.4], [0.5, 0.0, -0.2], [0.6, -0.7, -0.1], [0.4, -0.2, -0.3], [0.8, 2.2, -0.3], [0.4, 0.5, 0.3], [0.3, 0.4, 0.7]],
  "nbo_charge": [0.12, 0.70, -0.60, -0.59, -0.37, 0.13, -0.22, -0.76, -0.50, -0.47, -0.37, 0.21, 0.21, 0.22, 0.20, 0.21, 0.22, 0.18, 0.36, 0.39, 0.35, 0.37]
}

{
  "formula": "C6H11N3OS",
  "method": "the ωB97M-V functional and the def2-TZVPD basis",
  "smiles": "COCCCn1cn[nH]c1=S",
  "total_charge": 0,
  "fmax_ha_per_bohr": 0.1045,
  "total_energy_ha": -872.82518,
  "lumo_energy_ev": 0.64,
  "de_lowest_kj_mol": 261.2,
  "elements": ["C", "O", "C", "C", "C", "N", "C", "N", "N", "C", "S", "H", "H", "H", "H", "H", "H", "H", "H", "H", "H", "H"],
  "coordinates": [[-2.177, -1.461, -3.039], [-1.376, -0.528, -2.288], [-1.599, -0.337, -0.863], [-0.326, 0.448, -0.411], [-0.338, 0.443, 1.109], [1.097, 0.612, 1.680], [1.622, -0.234, 2.676], [2.940, -0.092, 2.662], [3.280, 0.900, 1.724], [2.085, 1.332, 1.121], [2.283, 2.472, -0.127], [-2.844, -0.901, -3.671], [-1.546, -2.060, -3.633], [-2.754, -2.214, -2.313], [-2.434, 0.420, -0.506], [-1.582, -1.393, -0.450], [-0.296, 1.442, -0.754], [0.621, 0.017, -0.682], [-0.834, -0.501, 1.656], [-0.932, 1.333, 1.421], [0.948, -0.765, 3.415], [4.161, 1.066, 1.275]],
  "forces_ev_per_a": [[-1.2, -0.3, 3.2], [-0.8, 0.2, 0.4], [1.3, 0.6, -0.8], [-0.7, -2.4, 1.3], [0.0, 0.5, 2.2], [-2.4, -0.8, 0.0], [1.9, 1.6, -1.1], [-0.1, -0.3, 0.6], [-5.0, -1.5, 1.3], [3.0, 0.6, -1.2], [-1.0, -0.5, 0.6], [-0.6, 0.0, -0.1], [1.0, -0.6, -0.7], [0.9, 1.7, -1.5], [0.7, -2.1, -1.1], [-0.6, 1.4, 0.2], [-0.3, 1.2, -0.6], [0.1, -0.7, -0.7], [1.4, 1.9, -1.4], [0.4, -0.7, 0.2], [1.4, 0.5, -1.2], [0.4, -0.3, 0.4]],
  "nbo_charge": [-0.24, -0.56, -0.06, -0.44, -0.19, -0.41, 0.15, -0.25, -0.40, 0.25, -0.30, 0.18, 0.19, 0.16, 0.18, 0.18, 0.24, 0.22, 0.21, 0.21, 0.24, 0.44]
}

{
  "formula": "C6H11NO",
  "method": "the ωB97M-V functional and the def2-TZVPD basis",
  "total_charge": 0,
  "fmax_ha_per_bohr": 0.0529,
  "total_energy_ha": -365.08095,
  "lumo_energy_ev": 0.60,
  "de_lowest_kj_mol": 395.2,
  "elements": ["C", "C", "C", "C", "C", "C", "N", "O", "H", "H", "H", "H", "H", "H", "H", "H", "H", "H", "H"],
  "coordinates": [[-1.386, 0.344, -0.294], [-2.556, 0.164, -1.214], [0.845, 0.042, 1.780], [1.894, -1.330, -0.101], [0.782, -0.413, 0.342], [0.501, 1.313, -0.640], [-0.379, -0.526, -0.358], [0.624, 2.271, 0.059], [-1.568, 0.945, 0.601], [0.671, 1.059, -1.673], [-3.337, -0.444, -0.745], [-2.246, -0.335, -2.134], [-3.004, 1.130, -1.461], [1.563, 0.861, 1.892], [1.158, -0.787, 2.421], [-0.111, 0.417, 2.147], [1.820, -1.546, -1.167], [1.857, -2.283, 0.441], [2.871, -0.880, 0.102]],
  "forces_ev_per_a": [[0.0, -1.4, 0.3], [0.0, 0.0, -0.1], [0.0, 0.1, 0.0], [0.0, 0.0, 0.0], [0.3, 1.4, -0.4], [2.2, -0.8, 1.4], [-1.4, 0.9, -0.5], [-0.7, -0.4, -0.5], [0.2, 0.1, -0.1], [-0.6, 0.0, -0.1], [0.1, 0.1, 0.0], [0.0, 0.0, 0.1], [0.0, -0.1, 0.0], [0.0, -0.1, 0.0], [0.0, 0.0, 0.0], [0.0, -0.1, -0.1], [0.0, 0.0, 0.0], [0.0, 0.1, 0.0], [-0.1, 0.0, 0.0]],
  "nbo_charge": [-0.04, -0.65, -0.66, -0.63, 0.07, 0.44, -0.36, -0.54, 0.18, 0.21, 0.22, 0.22, 0.22, 0.23, 0.22, 0.22, 0.22, 0.21, 0.21]
}

{
  "formula": "C6H11NO",
  "method": "the ωB97M-V functional and the def2-TZVPD basis",
  "smiles": "C=CC[C@H](C=O)NC",
  "total_charge": 0,
  "fmax_ha_per_bohr": 0.0937,
  "total_energy_ha": -365.10066,
  "lumo_energy_ev": 0.92,
  "de_lowest_kj_mol": 343.4,
  "elements": ["C", "C", "C", "C", "C", "O", "N", "C", "H", "H", "H", "H", "H", "H", "H", "H", "H", "H", "H"],
  "coordinates": [[-1.629, 1.743, 0.852], [-1.787, 1.131, -0.290], [-0.682, 0.638, -1.108], [0.368, -0.105, -0.189], [1.820, 0.466, -0.530], [2.269, 1.530, -0.108], [0.304, -1.553, -0.398], [0.687, -2.090, 0.957], [-0.606, 2.006, 1.139], [-2.378, 2.214, 1.327], [-2.746, 0.847, -0.712], [-0.281, 1.493, -1.690], [-1.032, -0.108, -1.907], [-0.019, 0.115, 0.857], [2.530, -0.050, -1.105], [1.035, -1.747, -1.113], [0.338, -3.129, 0.992], [1.601, -1.962, 1.327], [0.210, -1.440, 1.700]],
  "forces_ev_per_a": [[2.8, 0.1, -1.1], [-1.4, -1.0, -0.8], [1.2, -1.4, -1.7], [0.2, 1.4, -1.3], [-1.1, 2.8, 3.0], [-1.3, -1.3, -0.4], [1.5, 0.7, 1.2], [-4.4, -0.9, -1.6], [-0.3, -0.1, 0.3], [-2.6, 1.2, 1.9], [-0.4, 0.5, 0.4], [0.2, -0.4, 0.4], [0.4, 1.0, 1.2], [1.3, -0.1, -1.4], [0.6, -1.8, -1.4], [-0.7, -0.4, 0.7], [0.3, 0.3, 0.4], [4.7, 0.1, 0.5], [-1.0, -0.8, -0.2]],
  "nbo_charge": [-0.41, -0.16, -0.46, -0.16, 0.40, -0.52, -0.61, -0.42, 0.19, 0.20, 0.20, 0.23, 0.22, 0.24, 0.12, 0.35, 0.20, 0.18, 0.19]
}